[1]
{"formula": "C14H3Cl5N2O5RuSe", "method": "wB97M-V/def2-TZVPD", "species": ["Ru", "Se", "Cl", "Cl", "Cl", "Cl", "Cl", "O", "O", "O", "O", "O", "N", "N", "C", "C", "C", "C", "C", "C", "C", "C", "C", "C", "C", "C", "C", "C", "H", "H", "H"], "xyz": [[0.996605, 0.050748, 0.335061], [2.895071, 0.799401, 1.678617], [-2.585064, -2.008023, -2.276956], [1.098167, -3.251319, -6.057310], [-1.868013, -3.238075, -5.067054], [3.322213, -2.009208, -4.224803], [2.565568, -0.783640, -1.467421], [0.858671, 1.776276, -0.718635], [-0.313865, -0.996379, -0.830191], [0.616397, -1.450881, 1.726044], [-0.653045, -1.844904, 3.539890], [-0.166413, 3.767113, -0.575529], [-0.278865, 0.934371, 1.476902], [1.695607, 1.606519, 4.305910], [-0.958707, -2.023489, -2.840671], [-1.380150, 2.927109, 1.983049], [1.334944, -1.481487, -2.482834], [-0.220701, -1.125538, 2.660986], [-1.901324, 2.297521, 3.114048], [-0.630466, -2.564711, -4.071757], [2.146074, 1.281883, 3.293601], [-1.601951, 0.971752, 3.396200], [-0.561544, 2.195088, 1.151629], [0.077886, 2.658584, -0.151129], [-0.751293, 0.298438, 2.538287], [0.691892, -2.572155, -4.523154], [0.020720, -1.460756, -1.987869], [1.675412, -2.022341, -3.711660], [-1.604262, 3.953711, 1.731665], [-1.976435, 0.459685, 4.270642], [-2.543119, 2.854694, 3.784427]], "forces_ev_per_angstrom": [[0.6, -0.4, -0.1], [0.0, 0.2, 0.1], [0.0, 0.0, 0.0], [0.0, 0.0, 0.0], [0.0, 0.0, 0.0], [0.0, 0.0, 0.0], [-0.1, -0.1, 0.3], [-0.1, 0.0, -0.1], [-0.3, 0.4, 0.0], [0.3, 0.0, 0.0], [0.1, 0.1, 0.1], [0.0, 0.0, 0.0], [-0.1, 0.0, 0.0], [0.0, 0.0, 0.0], [-0.1, 0.0, 0.0], [-0.1, -0.1, 0.0], [0.0, 0.1, 0.0], [-0.4, -0.2, -0.3], [0.0, 0.0, 0.0], [0.0, 0.0, 0.0], [0.0, 0.0, 0.0], [0.0, 0.0, 0.0], [-0.1, -0.1, 0.1], [0.1, 0.0, 0.0], [0.1, 0.1, 0.0], [0.0, 0.0, 0.0], [0.0, -0.1, 0.0], [0.0, 0.0, 0.0], [0.0, 0.0, 0.0], [0.0, 0.0, 0.0], [0.0, 0.0, 0.0]], "max_force_ev_per_a": 0.75, "de_lowest_kj_mol": 15.04, "lumo_energy_ev": [2.23, 1.50], "total_charge": -1, "homo_ev": [-5.755, -5.901], "s2": 0.755, "multiplicity": 2}

[2]
{"formula": "C4H9NO", "method": "wB97M-V/def2-TZVPD", "species": ["O", "N", "C", "C", "C", "C", "H", "H", "H", "H", "H", "H", "H", "H", "H"], "xyz": [[-3.372362, -2.138580, -1.627281], [0.955178, 0.220490, -1.928366], [0.489744, 0.618420, 0.438562], [1.078057, 0.856949, 1.756300], [0.583973, 0.387105, 2.899471], [1.270924, 0.675587, -0.637317], [2.098649, 1.232191, 1.756671], [-2.440710, -2.315497, -1.431373], [1.208149, 0.389284, 3.780477], [-3.345343, -1.530655, -2.371918], [-0.453209, 0.080566, 0.429869], [2.275560, 1.061736, -0.517893], [0.045972, 0.570408, -2.211868], [-0.374644, -0.112642, 2.923461], [1.629677, 0.503962, -2.618262]], "forces_ev_per_angstrom": [[0.4, 0.0, 0.1], [-0.5, 0.5, 0.2], [0.3, -0.5, 0.5], [0.2, -0.5, -0.1], [0.2, 0.0, -0.3], [0.1, 0.1, -0.3], [-0.1, 0.3, 0.0], [-0.3, 0.0, 0.0], [-0.2, 0.1, 0.2], [-0.1, 0.0, 0.0], [-0.2, 0.3, -0.2], [0.1, 0.0, 0.0], [0.0, -0.3, -0.1], [-0.1, 0.0, 0.2], [0.1, 0.0, -0.1]], "max_force_ev_per_a": 0.71, "de_lowest_kj_mol": 204.61, "lumo_energy_ev": 0.67, "total_charge": 0, "homo_ev": -8.007, "multiplicity": 1}

[3]
{"formula": "C5H6IN", "method": "wB97M-V/def2-TZVPD", "species": ["I", "N", "C", "C", "C", "C", "C", "H", "H", "H", "H", "H", "H"], "xyz": [[1.348949, 1.019883, 2.652361], [1.185535, -2.757209, 1.496358], [0.844040, -1.667626, 1.367625], [-0.105683, 0.193554, -0.035512], [0.554240, -0.283685, 1.183106], [-0.133559, 1.588852, -0.452648], [-0.770631, -0.798472, -0.957496], [-1.454282, -1.507692, -0.515243], [0.221794, 2.186738, 0.441545], [0.075085, -1.412276, -1.434918], [-1.363394, -0.151760, -1.592303], [0.700280, 1.620988, -1.161900], [-1.102373, 1.968703, -0.990974]], "forces_ev_per_angstrom": [[-0.1, -0.4, -0.4], [-0.1, -0.4, 0.0], [-0.1, 0.8, -0.1], [1.1, -3.1, 4.5], [-1.8, 1.9, -3.7], [-0.1, 1.6, 0.5], [1.7, -0.2, -0.2], [0.0, -0.1, 0.6], [-0.8, -0.1, -1.3], [-1.5, 0.9, 0.0], [0.1, -0.5, -0.9], [-0.1, 0.4, -0.3], [1.8, -0.8, 1.3]], "max_force_ev_per_a": 5.63, "de_lowest_kj_mol": 87.63, "lumo_energy_ev": 0.04, "total_charge": 0, "homo_ev": -8.914, "multiplicity": 1}

Number 1: electronic energy -158329.588 eV. Number 2: electronic energy -7830.199 eV. Number 3: electronic energy -14871.267 eV.